# 1
Computed, not measured: the molecule C8H11Cl in a non-equilibrium geometry, with ωB97M-V/def2-TZVPD.

Geometry (Å):
C1 -3.674984 0.807033 0.342872
C2 -2.238388 0.689469 0.299768
C3 -1.047391 0.658328 0.235408
C4 0.396671 0.774490 0.324319
Cl1 1.116885 2.386914 0.064307
C5 0.996744 -0.072072 1.326045
C6 1.260641 -0.382731 -0.154878
C7 2.584424 -0.082373 -0.825395
C8 0.557864 -1.548280 -0.845945
H1 -4.047586 0.122059 1.023285
H2 -4.115160 0.749287 -0.697995
H3 -3.838228 1.887460 0.594621
H4 1.869603 0.176355 1.908512
H5 0.294498 -0.575425 2.018477
H6 3.247011 -0.953932 -0.622836
H7 2.940406 0.693211 -0.297861
H8 2.584079 -0.027881 -1.858970
H9 0.061247 -1.959944 0.011728
H10 1.314337 -2.201998 -1.325605
H11 -0.262678 -1.139973 -1.519866

Forces on atoms 1 to 3 (eV/Å):
0.435 2.719 -2.541
0.045 -0.190 -0.415
1.132 0.776 -0.012

Values from the calculation:
**E**: -20993.465 eV
**SMILES**: CC#C[C@@]1(Cl)CC1(C)C
**Molar mass**: 142.63 g/mol
**HOMO level**: -0.3374 Eh

# 2
Computed, not measured: the molecule C8H11Cl2P in a non-equilibrium geometry, with ωB97M-V/def2-TZVPD.

Geometry (Å):
C1 -0.654478 -1.000432 2.335256
C2 -0.504589 -0.814441 0.860232
C3 -1.178747 -1.672622 0.076940
C4 -1.016024 -1.756653 -1.303417
P1 0.018223 -0.706839 -2.069184
Cl1 -0.456096 -0.096980 -3.812579
Cl2 1.759579 -1.800453 -2.593900
C5 0.388249 0.589854 -1.006006
C6 0.843336 1.937716 -1.461569
C7 0.227197 0.326754 0.363829
C8 0.763803 1.220808 1.427407
H1 0.331592 -1.226677 2.727454
H2 -1.329815 -1.804090 2.357939
H3 -1.036705 -0.131105 2.720204
H4 -1.766058 -2.432947 0.499451
H5 -1.721599 -2.209589 -2.015125
H6 0.159711 2.768853 -0.988161
H7 0.699882 2.227713 -2.473498
H8 1.902181 2.216565 -1.115899
H9 1.576985 1.972463 1.336452
H10 1.034449 0.536689 2.345193
H11 -0.041075 1.855414 1.788983

Forces on atoms 1 to 3 (eV/Å):
1.513 -0.940 -1.947
1.239 1.894 0.542
0.654 -0.474 -2.215

Values from the calculation:
**E**: -42807.291 eV
**SMILES**: CC1=CC=P(Cl)(Cl)C(C)=C1C
**Molar mass**: 209.06 g/mol
**HOMO level**: -0.2763 Eh

# 3
Computed, not measured: a cluster of 2 separate species, C8H11ClO3Si in total in a non-equilibrium geometry, with ωB97M-V/def2-TZVPD.

Geometry (Å):
C1 -2.866028 1.946060 0.877335
C2 -3.479588 0.722839 0.855078
C3 -1.481827 2.096729 0.928808
C4 -2.719171 -0.374545 0.612824
C5 -0.707780 0.990156 0.813516
C6 -1.308812 -0.281048 0.630969
C7 2.163844 -3.364070 0.116734
C8 2.275926 1.224735 -1.534215
O1 -0.499364 -1.248976 0.427016
O2 2.726815 -2.093275 0.534452
O3 2.423570 0.071603 -0.764817
Si1 2.241033 -0.592154 0.692303
Cl1 2.931724 0.425026 2.243998
H1 -3.419069 2.772473 0.950014
H2 -4.508725 0.564180 0.854149
H3 -1.132376 3.016907 1.037514
H4 -3.311388 -1.386295 0.497181
H5 0.344843 1.148429 0.866512
H6 2.890341 -3.699669 -0.644483
H7 1.373999 -3.066858 -0.413172
H8 2.055907 -4.114617 0.903284
H9 3.043911 2.011141 -1.179005
H10 1.313862 1.517311 -1.242861
H11 2.244081 1.130498 -2.623083

Forces on atoms 1 to 3 (eV/Å):
1.627 -1.371 0.573
0.936 -0.662 -0.936
-2.108 -3.498 -0.646

Values from the calculation:
**E**: -35014.970 eV
**Molar mass**: 218.71 g/mol
**HOMO level (alpha / beta)**: -0.2055 / -0.3678 Eh
**Multiplicity**: 3

# 4
Computed, not measured: the molecule C8H11F in a non-equilibrium geometry, with ωB97M-V/def2-TZVPD.

Geometry (Å):
C1 -0.838001 -0.818684 -0.223035
C2 1.396445 0.459061 -1.936473
C3 0.014541 -0.272807 0.613338
C4 1.669110 0.409342 -0.676688
C5 -0.601760 -1.078374 -1.643735
C6 -0.023468 0.131352 -2.459339
C7 -0.923938 0.475906 2.822347
C8 0.350768 0.249062 1.960616
F1 2.745666 0.627410 -0.004157
H1 -1.816296 -1.194807 0.028988
H2 2.108961 1.119193 -2.586695
H3 0.140504 -1.837225 -1.706247
H4 -1.469724 -1.341273 -2.161660
H5 -0.734327 0.951364 -2.149001
H6 0.105318 -0.067381 -3.511947
H7 -1.579009 1.237515 2.581557
H8 -0.764674 0.545282 4.003731
H9 -1.563068 -0.378582 2.636461
H10 0.927241 -0.448654 2.495387
H11 0.855712 1.232299 1.916550

Forces on atoms 1 to 3 (eV/Å):
-0.697 0.202 1.182
0.343 2.496 -2.544
3.818 1.883 -2.998

Values from the calculation:
**E**: -11187.042 eV
**Molar mass**: 126.17 g/mol
**HOMO level**: -0.3192 Eh

What did the fourth record say?
Computed, not measured: the molecule C8H11F in a non-equilibrium geometry, with ωB97M-V/def2-TZVPD.

Geometry (Å):
C1 -0.838001 -0.818684 -0.223035
C2 1.396445 0.459061 -1.936473
C3 0.014541 -0.272807 0.613338
C4 1.669110 0.409342 -0.676688
C5 -0.601760 -1.078374 -1.643735
C6 -0.023468 0.131352 -2.459339
C7 -0.923938 0.475906 2.822347
C8 0.350768 0.249062 1.960616
F1 2.745666 0.627410 -0.004157
H1 -1.816296 -1.194807 0.028988
H2 2.108961 1.119193 -2.586695
H3 0.140504 -1.837225 -1.706247
H4 -1.469724 -1.341273 -2.161660
H5 -0.734327 0.951364 -2.149001
H6 0.105318 -0.067381 -3.511947
H7 -1.579009 1.237515 2.581557
H8 -0.764674 0.545282 4.003731
H9 -1.563068 -0.378582 2.636461
H10 0.927241 -0.448654 2.495387
H11 0.855712 1.232299 1.916550

Forces on atoms 1 to 3 (eV/Å):
-0.697 0.202 1.182
0.343 2.496 -2.544
3.818 1.883 -2.998

Values from the calculation:
**E**: -11187.042 eV
**Molar mass**: 126.17 g/mol
**HOMO level**: -0.3192 Eh